(1)
C7H19N5O14S | wB97M-V/def2-TZVPD

Last column: Löwdin charge in e.
Atoms and positions in Å:
C  -0.325  -0.345  -0.386  -0.03
N  -1.207  0.774  -0.030  -0.36
O  -2.206  0.617  0.686  0.05
O  -0.792  1.905  -0.301  0.01
H  0.082  -0.759  0.537  0.09
H  0.580  -0.020  -0.899  0.06
H  -0.895  -1.047  -0.994  -0.08
C  3.331  0.154  -2.674  0.09
N  3.081  -0.658  -1.403  -0.35
O  1.941  -0.691  -0.885  -0.01
O  4.021  -1.303  -0.981  0.08
H  4.388  0.420  -2.713  0.10
H  2.716  1.046  -2.554  0.11
H  3.120  -0.518  -3.506  0.11
C  -0.612  -4.467  -1.060  0.09
N  -1.209  -3.221  -1.580  -0.32
O  -0.703  -2.113  -1.331  -0.02
O  -2.059  -3.396  -2.404  0.05
H  -1.113  -4.604  -0.101  0.11
H  0.466  -4.314  -1.018  0.11
H  -0.866  -5.338  -1.664  0.11
C  3.037  0.612  1.793  0.09
N  1.557  0.535  1.496  -0.34
O  0.852  -0.320  2.010  0.04
O  1.117  1.292  0.612  -0.03
H  3.452  0.620  0.786  0.08
H  3.355  -0.299  2.301  0.11
H  3.264  1.524  2.346  0.11
C  -2.988  -1.469  -2.352  0.03
N  -1.871  -0.540  -2.676  -0.36
O  -1.897  0.502  -2.011  0.06
O  -0.982  -0.992  -3.399  0.08
H  -3.868  -0.827  -2.349  0.12
H  -2.705  -1.907  -1.394  0.11
H  -3.130  -2.116  -3.218  0.11
C  -0.246  2.789  2.048  -0.23
C  -1.126  1.697  2.577  -0.16
O  -2.017  2.304  3.553  -0.18
S  -1.635  3.908  3.774  0.76
O  -0.596  4.125  4.843  -0.31
O  -2.785  4.806  3.914  -0.26
O  -0.875  4.011  2.345  -0.17
H  -0.071  2.698  0.976  0.09
H  0.688  2.704  2.603  0.12
H  -0.481  0.878  2.895  0.11
H  -1.786  1.342  1.787  0.02

Computed properties:
Net charge: 0
Gap between HOMO and LUMO in Eh: 0.2741
ΔE to the lowest compared entry with this formula, charge and spin in eV: 11.328

(2)
C5H12O | wB97M-V/def2-TZVPD

Last column: Löwdin charge in e.
Atoms and positions in Å:
C  2.868  1.695  -0.818  -0.13
C  2.234  0.869  0.236  -0.27
C  2.196  -0.466  0.240  -0.03
H  2.377  2.605  -1.112  0.06
H  3.083  1.034  -1.662  0.07
H  3.865  1.966  -0.430  0.08
H  2.069  1.401  1.206  0.11
H  1.716  -1.029  1.033  0.04
H  2.799  -1.075  -0.458  0.07
C  -2.402  -0.334  0.268  -0.32
O  -3.606  0.293  -0.221  -0.11
C  -2.492  -1.870  0.283  -0.07
H  -2.316  0.173  1.273  0.11
H  -1.497  0.067  -0.182  0.09
H  -3.619  1.252  -0.242  0.07
H  -2.037  -2.337  1.170  0.08
H  -1.756  -2.095  -0.491  0.06
H  -3.481  -2.150  -0.093  0.08

Computed properties:
SMILES: C=CC.CCO
Net charge: 0
Gap between HOMO and LUMO in Eh: 0.3850
ΔE to the lowest compared entry with this formula, charge and spin in eV: 2.274

(3)
ClH2NOS | wB97M-V/def2-TZVPD

Last column: Löwdin charge in e.
Atoms and positions in Å:
N  0.185  1.561  0.064  -0.40
O  -1.163  -1.543  -0.847  -0.38
S  0.790  0.400  -0.666  0.56
Cl  1.913  -0.716  0.468  0.25
H  -0.073  1.478  1.077  0.05
H  -1.652  -1.179  -0.096  -0.09

Computed properties:
Net charge: 0
Gap between HOMO and LUMO (spin up / spin down) in Eh: 0.2424 / 0.2417
ΔE to the lowest compared entry with this formula, charge and spin in eV: 3.616

(4)
C37H32BrN5O3S2Sn | wB97M-V/def2-TZVPD

Last column: Löwdin charge in e.
Atoms and positions in Å:
Sn  0.960  -0.455  -0.579  1.29
O  2.740  0.997  0.350  -0.31
C  3.825  0.932  1.004  -0.43
C  4.093  1.856  2.071  -0.04
C  5.235  1.795  2.829  -0.14
C  6.221  0.823  2.574  -0.16
C  6.012  -0.051  1.528  -0.10
C  4.855  -0.023  0.740  -0.18
C  4.735  -0.973  -0.337  -0.14
N  3.672  -1.233  -0.975  0.00
C  3.698  -2.283  -1.964  -0.25
C  2.595  -2.073  -2.972  -0.24
N  1.354  -2.223  -2.260  -0.06
C  0.343  -2.748  -2.813  -0.11
C  -0.950  -2.919  -2.182  -0.14
C  -1.960  -3.545  -2.921  -0.08
C  -3.201  -3.821  -2.389  -0.13
C  -3.448  -3.453  -1.056  -0.11
C  -2.498  -2.801  -0.312  -0.01
C  -1.204  -2.475  -0.835  -0.35
O  -0.358  -1.838  -0.124  -0.31
H  3.321  2.588  2.276  0.10
H  5.384  2.503  3.638  0.08
H  7.113  0.759  3.184  0.07
H  6.758  -0.811  1.306  0.09
H  5.669  -1.509  -0.586  0.11
H  3.499  -3.232  -1.453  0.12
H  4.674  -2.366  -2.466  0.10
H  2.718  -2.782  -3.809  0.11
H  2.648  -1.053  -3.370  0.11
H  0.429  -3.168  -3.830  0.12
H  -1.748  -3.811  -3.953  0.10
H  -3.969  -4.298  -2.987  0.08
H  -4.412  -3.682  -0.612  0.09
H  -2.718  -2.469  0.696  0.11
C  -3.240  2.073  -1.526  -0.03
C  -2.005  1.242  -1.797  -0.25
N  -1.414  0.654  -0.814  -0.02
N  -2.035  0.705  0.406  -0.09
C  -1.281  0.944  1.419  -1.13
S  0.342  1.479  1.450  0.56
S  -2.147  0.684  2.998  0.80
C  -2.041  2.389  3.647  -0.47
C  -3.093  3.266  3.037  -0.30
C  -4.424  3.184  3.445  -0.07
C  -5.406  3.931  2.817  -0.11
C  -5.074  4.774  1.761  -0.12
C  -3.755  4.857  1.345  -0.10
C  -2.771  4.108  1.978  -0.04
C  -1.452  1.139  -3.158  -0.11
C  -2.291  1.223  -4.270  -0.08
C  -1.824  1.155  -5.573  -0.15
C  -0.452  1.018  -5.782  -0.14
C  0.402  0.936  -4.703  -0.04
C  -0.059  0.961  -3.361  -0.39
O  0.774  0.893  -2.379  -0.24
H  -3.928  1.502  -0.901  0.08
H  -2.943  2.948  -0.945  0.07
H  -3.742  2.413  -2.427  0.05
H  -2.153  2.304  4.729  0.06
H  -1.033  2.725  3.402  0.03
H  -4.688  2.503  4.246  0.11
H  -6.437  3.849  3.142  0.09
H  -5.843  5.350  1.260  0.09
H  -3.489  5.497  0.512  0.10
H  -1.742  4.152  1.638  0.11
H  -3.360  1.312  -4.120  0.09
H  -2.514  1.207  -6.407  0.07
H  -0.056  0.969  -6.792  0.08
H  1.468  0.807  -4.846  0.09
Br  -0.519  -4.868  3.955  0.68
C  0.745  -3.492  3.625  -0.67
C  1.702  -3.205  4.578  -0.14
C  2.602  -2.191  4.301  -0.06
C  2.494  -1.515  3.094  -0.10
N  1.579  -1.814  2.174  0.10
C  0.713  -2.793  2.429  -0.16
H  1.740  -3.760  5.506  0.09
H  3.380  -1.932  5.007  0.10
H  3.165  -0.707  2.853  0.10
H  0.018  -3.033  1.632  0.09

Computed properties:
Net charge: -2
Gap between HOMO and LUMO in Eh: 0.1403

Calculated total energy in eV, matching the order above: -54491.71510, -7425.03754, -26923.34346, -150025.90585